No. 1
DFT (ωB97M-V with the def2-TZVPD basis set) results for 12 unconnected molecules or ions with the total composition C3H27N2O11 in a non-equilibrium geometry.

Values from the calculation:
**LUMO level**: -2.39 eV
**Relative energy (zero: lowest compared OMol25 entry of this formula, charge and spin)**: 0.000 eV

The geometry in ORCA input format:
```
! wB97M-V def2-TZVPD RIJCOSX def2/J DEFGRID3
* xyz 1 1
O -2.46 -0.37 2.56
H -2.40 0.11 1.73
H 0.41 -2.29 1.31
O -1.75 2.17 3.18
H -1.91 -2.38 1.90
H 3.37 1.78 -0.58
O -0.73 -0.44 -2.67
H 2.74 -0.78 -1.60
C 1.12 -1.42 -0.38
H 0.68 3.58 1.62
O 1.76 0.33 -3.25
H 2.66 -3.43 1.59
H 1.64 0.47 -4.19
H 0.29 -0.77 -0.61
H -0.51 -1.57 3.84
O 0.10 2.86 1.36
H -0.09 2.99 0.40
H -1.18 0.01 -3.38
O -2.63 -0.60 -0.44
H -3.51 -0.29 -0.15
O 0.13 -1.44 3.13
H -1.20 2.73 -1.70
O -2.21 -2.87 1.12
H 1.11 -0.30 -2.91
H -1.16 2.47 2.45
O -0.76 2.26 -3.56
C 2.42 -2.85 0.72
H -2.59 -1.49 -0.03
N 1.16 -2.29 0.62
O 3.32 0.87 -0.28
H -2.04 -3.81 1.03
H 3.54 0.77 0.64
H -3.04 0.16 3.12
C 3.09 -2.46 -0.37
H 0.36 -0.50 3.19
H -1.85 3.86 -0.83
N 2.31 -1.47 -0.99
H -0.56 2.74 -4.37
H -1.28 1.94 3.98
H 0.04 1.76 -3.36
O -1.03 3.37 -1.00
H 4.00 -2.77 -0.85
H -1.38 -0.63 -1.97
*
```

Population analysis type Mulliken, resulting atomic charges in e: number 1, O, carries -0.513; number 2, H, carries 0.320; number 3, H, carries 0.288; number 4, O, carries -0.617; number 5, H, carries 0.296; number 6, H, carries 0.278; number 7, O, carries -0.611; number 8, H, carries 0.376; number 9, C, carries -0.408; number 10, H, carries 0.297; number 11, O, carries -0.703; number 12, H, carries 0.448; number 13, H, carries 0.326; number 14, H, carries 0.420; number 15, H, carries 0.289; number 16, O, carries -0.695; number 17, H, carries 0.386; number 18, H, carries 0.326; number 19, O, carries -0.650; number 20, H, carries 0.272; number 21, O, carries -0.611; number 22, H, carries 0.324; number 23, O, carries -0.654; number 24, H, carries 0.397; number 25, H, carries 0.392; number 26, O, carries -0.649; number 27, C, carries -0.428; number 28, H, carries 0.384; number 29, N, carries 0.223; number 30, O, carries -0.529; number 31, H, carries 0.275; number 32, H, carries 0.269; number 33, H, carries 0.268; number 34, C, carries -0.446; number 35, H, carries 0.285; number 36, H, carries 0.321; number 37, N, carries 0.108; number 38, H, carries 0.292; number 39, H, carries 0.272; number 40, H, carries 0.385; number 41, O, carries -0.671; number 42, H, carries 0.424; number 43, H, carries 0.242



No. 2
DFT (ωB97M-V with the def2-TZVPD basis set) results for 10 unconnected molecules or ions with the total composition C3H27O10 in a non-equilibrium geometry.

Values from the calculation:
**Expectation value of S²**: 0.751
**LUMO level (spin up / spin down)**: -0.55 / -0.41 eV

The geometry in ORCA input format:
```
! wB97M-V def2-TZVPD RIJCOSX def2/J DEFGRID3
* xyz 0 2
O 3.49 -2.40 -0.11
O 1.08 2.91 0.67
O 4.27 0.11 -0.61
H -0.53 0.85 -1.19
H 1.53 -0.44 -1.20
H 0.33 -1.49 -2.05
H 2.10 -4.56 -0.97
H -5.17 1.11 -0.85
O -1.17 -0.62 3.10
H 3.95 0.76 0.00
H 1.44 3.04 1.55
H -0.47 -1.11 3.55
H -1.28 2.16 0.84
H 0.66 -4.91 -1.30
H -0.91 3.49 -2.19
O 1.40 -4.38 -1.60
H 3.59 -2.75 -0.99
H -1.66 2.21 -1.85
H -2.03 -1.38 -0.06
C -0.47 0.00 -0.52
H 1.28 -0.63 1.44
O -5.22 1.18 0.10
H 4.21 0.53 -1.47
H -5.26 0.27 0.40
H -2.57 0.22 -0.41
H 0.60 3.70 0.41
O -0.16 0.44 0.77
C -1.86 -0.54 -0.72
O 1.78 -1.31 1.88
H 0.81 -1.88 -0.46
C 0.62 -1.03 -1.11
H 2.25 -1.76 1.18
H 3.43 -1.45 -0.23
O -1.75 2.98 0.74
O -1.57 2.88 -2.53
H -1.59 0.05 3.64
H 0.51 2.15 0.82
H -2.09 -0.89 -1.72
H -0.88 -0.23 2.27
H -2.67 2.74 0.80
*
```

Population analysis type Mulliken, resulting atomic charges in e: number 1, O, carries -0.644; number 2, O, carries -0.197; number 3, O, carries -0.760; number 4, H, carries -0.635; number 5, H, carries 0.189; number 6, H, carries 0.384; number 7, H, carries 0.306; number 8, H, carries 0.314; number 9, O, carries -0.415; number 10, H, carries 0.341; number 11, H, carries 0.465; number 12, H, carries 0.391; number 13, H, carries 0.105; number 14, H, carries 0.294; number 15, H, carries 0.327; number 16, O, carries -0.619; number 17, H, carries 0.319; number 18, H, carries 0.357; number 19, H, carries 0.475; number 20, C, carries 1.212; number 21, H, carries 0.284; number 22, O, carries -0.652; number 23, H, carries 0.322; number 24, H, carries 0.304; number 25, H, carries 0.185; number 26, H, carries 0.253; number 27, O, carries 0.006; number 28, C, carries -1.448; number 29, O, carries -0.692; number 30, H, carries 0.427; number 31, C, carries -1.447; number 32, H, carries 0.302; number 33, H, carries 0.284; number 34, O, carries -0.530; number 35, O, carries -0.687; number 36, H, carries 0.421; number 37, H, carries -0.392; number 38, H, carries 0.411; number 39, H, carries 0.208; number 40, H, carries 0.228